Record 1
ORCA calculation (ωB97M-V/def2-TZVPD) on C36H56N10O3SSeTi as an isolated structure in a non-equilibrium geometry.

Computed properties:
Net charge ... -2
⟨S²⟩ ... 2.016
Highest occupied orbital energy (alpha / beta) ... 0.02868 / -0.05339 Ha
Multiplicity ... 3

CARTESIAN COORDINATES (ANGSTROEM)
Ti -0.06704 0.93310 0.30854
N -1.74023 0.37221 -1.02735
C -3.06516 0.83374 -0.51658
C -4.09830 1.17576 -1.63371
C -5.46352 0.41817 -1.50617
C -6.66997 1.30435 -1.21745
N -6.33808 2.15780 -0.07638
C -6.92585 2.51005 1.02853
N -8.24536 2.24546 1.16296
N -6.26772 3.26532 1.98185
C -2.79031 2.02913 0.38118
O -3.65221 2.91864 0.60768
O -1.56157 2.00958 0.81184
H -1.47659 0.83522 -1.90569
H -1.86302 -0.62818 -1.20291
H -3.39164 -0.01546 0.18597
H -3.76980 0.71670 -2.60695
H -4.25580 2.25300 -1.67692
H -5.46335 -0.36560 -0.71055
H -5.65871 -0.10488 -2.44833
H -7.55828 0.67207 -1.07779
H -6.88892 1.89893 -2.06701
H -5.32675 2.37120 -0.07709
H -8.83674 1.59945 0.63166
H -8.58962 2.32742 2.14526
H -5.26764 3.42039 1.79543
H -6.68506 3.52671 2.88079
C 4.00140 -4.42770 0.24857
C 3.02569 -4.59654 -0.88705
N 3.40932 -3.83936 -2.07241
C 2.49106 -3.63685 -3.10252
S 0.88739 -3.95966 -2.90996
N 3.09554 -3.20279 -4.24914
C 2.42410 -2.83349 -5.48021
C 2.26901 -4.03424 -6.37356
H 3.78136 -5.15824 1.00246
H 4.02343 -3.38997 0.70228
H 5.01979 -4.72547 -0.12280
H 1.95798 -4.40081 -0.62627
H 2.94725 -5.70648 -1.17728
H 4.41232 -3.70990 -2.26540
H 4.10755 -3.36440 -4.32784
H 3.00396 -2.01197 -5.96652
H 1.49813 -2.40938 -5.11576
H 3.11917 -4.74117 -6.24302
H 2.24077 -3.81887 -7.47969
H 1.43336 -4.70028 -6.21046
C -1.52988 -2.88202 0.76964
C -0.55902 -3.52430 1.77467
C -0.19684 -4.97544 1.33402
C 0.60387 -2.66603 2.24251
C 1.88657 -3.20259 2.60266
C 2.79161 -2.42886 3.34450
C 2.36555 -1.27854 4.00292
C 1.16731 -0.71910 3.70703
C 0.66001 0.41412 4.52381
C -0.81653 0.86787 4.15750
C 0.71982 -0.07934 5.98993
C 0.56066 -1.22373 2.41372
N 0.16210 -0.36891 1.51850
H -2.18718 -3.71254 0.42638
H -0.88290 -2.42581 -0.04186
H -2.20643 -2.12376 1.13589
H -1.17093 -3.61755 2.70751
H 0.75315 -5.02017 0.74147
H -0.95094 -5.36136 0.62987
H -0.12007 -5.68485 2.14996
H 2.11182 -4.26433 2.48132
H 3.80381 -2.70167 3.44300
H 2.91028 -0.88620 4.79320
H 1.40592 1.18259 4.47312
H -1.53047 -0.01114 4.07555
H -0.87073 1.30118 3.12525
H -1.28222 1.53038 4.90058
H 0.16995 -1.05041 6.06078
H 0.32310 0.60672 6.73790
H 1.71329 -0.30941 6.28727
Se 0.39002 6.98544 2.79674
C 2.25716 6.90455 2.77993
N 3.42983 6.82738 2.65695
C 1.39517 4.23542 -3.71341
C 0.22299 4.06203 -2.92187
C 0.12426 2.89142 -2.21021
C 1.14970 1.94151 -2.14295
C 1.06195 0.72666 -1.33364
C 1.92125 -0.30380 -1.51839
C 3.16375 -0.12496 -2.25303
C 3.30815 1.07158 -2.92007
C 2.36084 2.11811 -2.80888
C 2.41304 3.32568 -3.61114
H 1.55958 4.99196 -4.46598
H -0.59777 4.74217 -2.88105
H -0.75495 2.78742 -1.50759
H 1.74944 -1.24910 -1.02378
H 3.89451 -0.93427 -2.27681
H 4.17190 1.19997 -3.59530
H 3.23771 3.46626 -4.28414
C 2.07494 4.80550 0.52143
N 2.75777 3.83272 1.39221
C 2.16887 2.65443 1.45789
N 2.82042 1.61743 2.01036
O 1.01894 2.50317 0.84944
H 1.99737 4.45163 -0.52363
H 2.61568 5.72731 0.54648
H 1.11581 5.09744 1.04586
H 3.74530 3.91621 1.63780
H 3.73145 1.62545 2.48625
H 2.45890 0.70578 1.78773

Record 2
ORCA calculation (ωB97M-V/def2-TZVPD) on C24H44BNOsP2 as an isolated structure in a non-equilibrium geometry.

Computed properties:
Net charge ... +2
⟨S²⟩ ... 6.024
Highest occupied orbital energy (alpha / beta) ... -0.48293 / -0.53608 Ha
Multiplicity ... 5

CARTESIAN COORDINATES (ANGSTROEM)
Os -1.16126 -0.38411 1.38293
C -1.20883 -2.40824 2.61651
C -0.30178 -1.38142 3.05421
C -2.45617 -0.50041 3.07073
C -2.51690 -1.85633 2.57706
C -1.08263 -0.21848 3.42572
C -0.84610 -3.82828 2.32331
H 0.17810 -3.91011 1.93675
H -1.53566 -4.25854 1.58713
H -0.91321 -4.44689 3.23383
C -3.75760 -2.59054 2.19364
H -3.51731 -3.56131 1.74435
H -4.34228 -2.01470 1.47239
H -4.38979 -2.76712 3.07506
C -3.62704 0.38188 3.33159
H -4.25409 -0.04630 4.11992
H -4.23777 0.48623 2.43001
H -3.28321 1.36389 3.65587
C -0.60276 0.96163 4.20232
H -0.78115 0.84948 5.28021
H -1.12988 1.85983 3.86935
H 0.46846 1.11105 4.04579
C 1.13646 -1.59824 3.41293
H 1.22816 -1.81956 4.48618
H 1.73287 -0.70843 3.19595
H 1.55527 -2.44112 2.85350
C -0.66717 -1.75229 -1.44371
C 0.31991 -2.53937 -0.96167
C 1.62637 -2.12152 -0.37145
C 1.80344 -0.62939 -0.05126
C 0.78148 0.15812 0.76516
C -0.20594 0.98767 0.13171
C -0.55392 0.95255 -1.34397
C -0.57395 -0.40707 -2.10562
H 2.46097 -2.39462 -1.05546
H 1.92156 -0.08527 -1.02033
H 1.82678 -2.73101 0.52720
H 0.28022 -0.41899 -2.81279
H -1.65176 -2.22839 -1.56381
H 0.11523 -3.61476 -0.88039
H -1.47383 -0.35975 -2.74168
H -1.55479 1.39350 -1.44749
H -0.34446 1.97165 0.60617
H 0.12210 1.65087 -1.86672
H 2.75442 -0.52610 0.49810
H 1.24560 0.63729 1.63874
P 2.36268 0.53589 -2.98023
C 1.85670 -0.00562 -4.66408
C 4.15794 0.21256 -2.90711
P 2.34237 3.35370 -1.58710
C 2.19143 2.34196 -3.14573
C 4.17394 3.61119 -1.57836
C 1.91633 4.90618 -2.50312
H 0.85677 0.38460 -4.89845
H 1.83061 -1.10384 -4.68825
H 2.57461 0.37016 -5.40754
H 4.64320 0.50449 -3.85154
H 4.28451 -0.86967 -2.75021
H 4.62766 0.74422 -2.06922
H 2.60152 5.05526 -3.35193
H 1.97058 5.77432 -1.83612
H 0.89180 4.80922 -2.88428
H 1.16784 2.53340 -3.53128
H 2.90581 2.70270 -3.92030
H 4.39636 4.40556 -0.85420
H 4.55144 3.92052 -2.56441
H 4.68517 2.69779 -1.25476
B -5.44915 -0.16624 0.02479
C -3.93936 -0.21080 0.04216
N -2.75974 -0.26733 0.04995
H -5.93124 -0.94203 0.84564
H -5.75552 -0.49876 -1.09775
H -5.74042 0.98361 0.28551

Record 3
ORCA calculation (ωB97M-V/def2-TZVPD) on one molecule with the formula C16H30N4O3.

Computed properties:
SMILES ... CCN(CCN)C(=O)C(=O)N[C@H]1CCC[C@H](C(=O)NC(C)C)C1
Highest occupied orbital energy ... -0.33841 Ha

CARTESIAN COORDINATES (ANGSTROEM)
C 2.80750 1.83384 2.36378
C 2.64798 2.70581 1.12777
N 3.01389 2.03258 -0.12143
C 3.66075 2.80228 -1.17391
C 2.73185 2.93446 -2.37564
N 1.42956 3.46530 -1.95339
C 2.85692 0.69300 -0.35393
O 3.55471 0.07624 -1.12906
C 1.52165 0.03607 0.07210
O 1.37101 -1.17035 0.06612
N 0.49833 0.91800 0.17800
C -0.85867 0.39836 0.23962
C -1.85143 1.43626 0.73799
C -3.23349 0.79212 0.86471
C -3.69778 0.15847 -0.44626
C -2.66856 -0.83328 -0.99895
C -2.68053 -2.12851 -0.17669
O -3.74199 -2.61309 0.18985
N -1.49287 -2.71902 0.08437
C -1.41370 -3.96998 0.83330
C -0.03363 -4.07597 1.46271
C -1.72732 -5.16004 -0.06515
C -1.30739 -0.15277 -1.11524
H 2.63497 2.43562 3.25652
H 2.09737 1.00911 2.38417
H 3.81705 1.42440 2.41524
H 1.63757 3.12448 1.08173
H 3.32631 3.55559 1.21856
H 3.88766 3.79053 -0.77050
H 4.59905 2.33752 -1.47731
H 3.22745 3.54226 -3.14127
H 2.57043 1.94396 -2.80301
H 1.50674 4.44838 -1.71678
H 0.76110 3.40303 -2.71134
H 0.64765 1.84187 -0.21427
H -0.83445 -0.41774 0.96435
H -1.52235 1.83624 1.70018
H -1.89025 2.27384 0.03034
H -3.19620 0.01977 1.63998
H -3.96309 1.53214 1.19853
H -4.64772 -0.35376 -0.30217
H -3.85339 0.94372 -1.19341
H -2.99513 -1.14752 -1.99527
H -0.62208 -2.26135 -0.14673
H -2.17507 -3.91861 1.61473
H 0.04760 -4.99988 2.03544
H 0.74375 -4.08091 0.69534
H 0.16297 -3.23558 2.12944
H -1.72357 -6.08617 0.51227
H -2.71045 -5.04123 -0.51884
H -0.97913 -5.24517 -0.85644
H -1.39152 0.68714 -1.81379
H -0.55008 -0.82148 -1.52636

Record 4
ORCA calculation (ωB97M-V/def2-TZVPD) on C3H4N2O2 as an isolated structure.

Computed properties:
Highest occupied orbital energy ... -0.32588 Ha

CARTESIAN COORDINATES (ANGSTROEM)
C -1.04071 -0.33676 0.01369
C 1.00970 0.49160 0.09853
O -0.82324 -1.35490 0.91873
N 1.27593 0.82268 -1.14701
N 1.24964 0.37943 1.27823
C 0.12147 0.37123 -1.59602
O -0.53307 0.30534 -2.56960
H -0.27375 -1.00957 1.63998
H 2.15166 0.50898 1.71807
H -1.64010 -0.74007 -0.79443
H -1.49753 0.56204 0.43984

Quick rundown of E_tot, same order as above: -158580.67643 -48792.69025 -29183.68797 -10247.05657 eV